{"formula": "C29H25GeI2NNaO6", "method": "ωB97M-V/def2-TZVPD", "symbols": ["Na", "O", "C", "C", "C", "C", "C", "C", "C", "O", "N", "O", "O", "H", "H", "H", "H", "I", "C", "I", "H", "H", "O", "C", "O", "C", "C", "Ge", "C", "C", "C", "C", "C", "C", "C", "C", "C", "C", "C", "C", "C", "C", "C", "C", "C", "C", "H", "H", "H", "H", "H", "H", "H", "H", "H", "H", "H", "H", "H", "H", "H", "H", "H", "H", "H"], "coordinates": [[-0.0990, -0.1197, 0.5405], [0.0741, -2.3745, 0.6061], [0.7810, -2.8743, 1.4729], [1.8778, -2.2897, 2.2131], [2.4086, -3.1044, 3.2144], [3.4477, -2.6807, 4.0104], [4.0085, -1.3969, 3.8203], [3.5263, -0.5862, 2.8451], [2.4384, -0.9654, 1.9679], [2.0445, -0.1871, 1.0728], [3.9658, -3.5467, 5.0301], [3.4761, -4.6611, 5.1674], [4.8950, -3.1449, 5.7180], [0.5817, -3.9256, 1.7623], [1.9916, -4.0910, 3.3724], [4.8215, -1.0807, 4.4588], [3.9479, 0.3982, 2.6840], [0.1952, 2.7306, -0.8139], [1.6408, 2.3783, -2.3377], [1.4297, 0.4895, -3.3137], [2.6332, 2.3833, -1.9042], [1.5577, 3.1362, -3.1063], [-1.6064, 3.1270, 1.3407], [-1.8517, 2.1022, 2.0159], [-1.5740, 0.9131, 1.7081], [-2.5874, 2.3025, 3.3538], [-3.3440, 1.0631, 3.8446], [-4.8140, 0.4480, 2.6758], [-5.4736, -1.2988, 3.2946], [-5.9638, -2.2597, 2.4110], [-6.4628, -3.4720, 2.8727], [-6.4808, -3.7444, 4.2335], [-5.9999, -2.7964, 5.1290], [-5.5029, -1.5883, 4.6591], [-6.3214, 1.7000, 2.8347], [-6.2541, 2.8302, 3.6478], [-7.3351, 3.6972, 3.7650], [-8.5065, 3.4440, 3.0656], [-8.5919, 2.3212, 2.2510], [-7.5085, 1.4605, 2.1406], [-4.3392, 0.2931, 0.7811], [-4.5894, 1.3319, -0.1078], [-4.1031, 1.2924, -1.4108], [-3.3715, 0.1979, -1.8451], [-3.1305, -0.8611, -0.9731], [-3.6082, -0.8076, 0.3266], [-3.2478, 3.1646, 3.2430], [-1.8308, 2.6003, 4.0863], [-3.7751, 1.2611, 4.8336], [-2.6612, 0.2227, 3.9651], [-5.9523, -2.0642, 1.3433], [-6.8333, -4.2048, 2.1651], [-6.8638, -4.6911, 4.5954], [-6.0082, -2.9992, 6.1933], [-5.1299, -0.8624, 5.3754], [-5.3463, 3.0443, 4.2012], [-7.2593, 4.5709, 4.4011], [-9.3507, 4.1175, 3.1534], [-9.5028, 2.1164, 1.7015], [-7.5904, 0.5866, 1.5007], [-5.1407, 2.2070, 0.2224], [-4.2785, 2.1292, -2.0760], [-2.9776, 0.1705, -2.8542], [-2.5520, -1.7184, -1.2998], [-3.3707, -1.6200, 1.0071]], "forces_ev_per_angstrom": [[-0.05, 0.06, -0.17], [0.13, 0.02, 0.15], [-0.09, -0.04, -0.13], [0.08, 0.01, 0.05], [0.03, 0.07, -0.01], [-0.10, 0.05, -0.08], [-0.04, -0.01, -0.03], [0.09, 0.06, 0.01], [-0.01, -0.06, -0.02], [-0.03, -0.16, 0.10], [0.12, -0.19, 0.03], [-0.09, 0.03, -0.03], [0.02, 0.11, 0.03], [-0.01, 0.00, 0.00], [0.02, -0.01, 0.03], [-0.01, -0.02, 0.00], [-0.02, -0.01, -0.01], [-0.17, 0.07, 0.12], [0.02, -0.03, -0.02], [-0.01, 0.05, 0.03], [-0.02, -0.03, 0.04], [-0.02, -0.01, -0.02], [0.13, -0.18, 0.07], [-0.16, 0.03, -0.18], [0.12, 0.18, 0.22], [-0.10, -0.06, -0.16], [-0.17, 0.04, 0.00], [0.19, 0.07, -0.05], [0.04, 0.06, 0.02], [-0.01, 0.02, -0.03], [0.01, 0.01, 0.00], [0.02, 0.05, 0.02], [-0.02, -0.04, -0.05], [0.02, -0.01, 0.05], [0.01, 0.02, -0.01], [-0.02, 0.00, 0.01], [-0.01, -0.03, -0.03], [0.03, -0.02, 0.00], [0.03, 0.00, 0.02], [0.00, 0.01, -0.02], [-0.01, -0.08, 0.11], [0.00, 0.10, 0.01], [0.02, -0.05, 0.00], [-0.01, -0.01, 0.05], [-0.02, 0.03, -0.03], [0.00, -0.02, 0.06], [-0.01, 0.00, -0.04], [0.02, -0.05, 0.02], [-0.03, -0.02, -0.04], [0.06, -0.01, -0.08], [0.01, 0.00, 0.03], [0.00, 0.01, 0.03], [0.00, 0.02, -0.01], [0.00, -0.01, -0.01], [0.00, -0.01, -0.04], [-0.02, -0.01, -0.02], [0.00, 0.00, -0.01], [0.01, -0.01, 0.00], [0.00, 0.00, 0.01], [0.01, 0.02, 0.01], [0.01, -0.03, 0.00], [0.00, -0.02, 0.00], [0.00, 0.01, 0.02], [-0.01, 0.02, 0.01], [-0.02, 0.03, -0.02]], "total_energy_ha": -4460.99661, "charge": -1, "homo_energy_ev": -5.6, "relative_energy_kj_mol": 34.56, "orbital_gap_ev": 7.63}

=====

{"formula": "C29H25N3O3PS2W", "method": "ωB97M-V/def2-TZVPD", "symbols": ["W", "C", "C", "C", "C", "C", "C", "P", "C", "C", "C", "C", "C", "C", "C", "C", "C", "C", "C", "C", "H", "H", "H", "H", "H", "H", "H", "H", "H", "H", "H", "H", "H", "H", "N", "C", "C", "C", "C", "C", "C", "S", "O", "O", "N", "C", "S", "C", "C", "N", "H", "H", "H", "H", "H", "H", "H", "H", "C", "C", "O", "H", "H", "H"], "coordinates": [[-0.2397, 0.4151, 0.3697], [3.1514, -0.8233, -2.8947], [3.2008, -0.3219, -1.6038], [2.3254, 0.6930, -1.2309], [1.3738, 1.1794, -2.1346], [1.3379, 0.6691, -3.4318], [2.2338, -0.3159, -3.8102], [0.1440, 2.2903, -1.4040], [0.5292, 4.0015, -1.7718], [1.5772, 4.3295, -2.6288], [1.8422, 5.6609, -2.9122], [1.0650, 6.6583, -2.3460], [0.0220, 6.3332, -1.4881], [-0.2456, 5.0078, -1.1946], [-1.4852, 1.7587, -1.9246], [-2.3558, 2.1697, -2.9288], [-3.5732, 1.5198, -3.0416], [-3.8949, 0.4809, -2.1697], [-3.0238, 0.0843, -1.1641], [-1.8025, 0.7414, -1.0129], [3.8307, -1.6080, -3.1995], [3.9167, -0.7019, -0.8871], [2.4301, 1.1436, -0.2443], [0.5983, 1.0315, -4.1360], [2.2113, -0.7070, -4.8190], [2.1850, 3.5506, -3.0707], [2.6563, 5.9175, -3.5760], [1.2716, 7.6957, -2.5714], [-0.5792, 7.1141, -1.0432], [-1.0567, 4.7588, -0.5203], [-2.0916, 2.9806, -3.5969], [-4.2767, 1.8161, -3.8078], [-4.8486, -0.0206, -2.2751], [-3.3061, -0.7254, -0.5009], [-0.6343, -6.3568, 5.6527], [-0.2216, -5.2642, 4.9542], [-1.0387, -4.1229, 4.8679], [-0.6216, -3.0178, 4.1636], [0.6109, -3.0175, 3.5208], [1.4253, -4.1434, 3.5899], [1.0169, -5.2552, 4.2954], [1.1523, -1.6046, 2.6520], [2.4783, -1.8564, 2.1544], [0.8642, -0.4142, 3.4068], [0.1534, -1.4346, 1.3629], [0.2957, -2.1546, 0.2103], [0.9016, -3.6895, -0.2006], [0.4621, -3.3710, -1.8516], [-0.0463, -2.1298, -1.9957], [-0.1662, -1.4482, -0.8077], [-1.4638, -6.3171, 6.2150], [-0.0080, -7.1244, 5.8099], [-1.9983, -4.1134, 5.3682], [-1.2574, -2.1421, 4.1245], [2.3885, -4.1358, 3.0982], [1.6608, -6.1234, 4.3484], [0.6200, -4.1095, -2.6186], [-0.3978, -1.6846, -2.9116], [-2.2943, 1.6626, 2.8075], [-1.2036, 1.3541, 1.8668], [-0.1101, 1.9418, 1.7979], [-1.8809, 1.8537, 3.7982], [-3.0287, 0.8631, 2.8310], [-2.7818, 2.5786, 2.4610]], "forces_ev_per_angstrom": [[-0.32, 0.42, -0.69], [-0.02, 0.00, -0.02], [0.02, 0.05, -0.01], [0.18, -0.06, -0.02], [0.09, 0.12, -0.19], [-0.07, 0.06, 0.03], [0.04, -0.05, 0.02], [0.01, -0.67, 0.32], [0.03, 0.07, -0.04], [-0.01, -0.03, 0.04], [0.01, -0.02, -0.01], [-0.02, 0.05, 0.01], [-0.01, 0.00, 0.01], [-0.02, -0.01, 0.01], [-0.15, 0.17, -0.18], [0.14, -0.02, 0.01], [-0.03, -0.02, -0.01], [-0.03, -0.02, 0.01], [0.00, 0.02, -0.02], [-0.30, 0.13, -0.12], [0.01, -0.01, 0.02], [0.01, -0.01, -0.01], [-0.06, -0.04, 0.00], [-0.01, 0.01, 0.00], [-0.01, 0.01, -0.01], [0.01, -0.01, -0.01], [0.01, 0.00, -0.01], [0.01, 0.01, 0.00], [0.00, 0.01, 0.00], [0.00, -0.03, 0.00], [0.00, 0.01, 0.00], [-0.01, 0.00, 0.00], [-0.01, 0.00, 0.00], [0.01, 0.00, 0.01], [-0.02, -0.05, -0.05], [0.02, 0.06, -0.01], [0.06, -0.01, -0.03], [-0.23, 0.11, 0.09], [0.12, -0.06, -0.16], [0.08, -0.02, -0.06], [-0.04, 0.04, 0.00], [0.17, 0.05, 0.42], [-0.05, -0.01, 0.10], [0.10, -0.10, 0.02], [0.01, -0.28, -0.01], [-0.12, 0.26, 0.13], [-0.10, -0.06, -0.03], [0.11, 0.13, -0.13], [-0.31, -0.23, 0.05], [0.44, -0.11, 0.03], [0.01, 0.01, 0.01], [0.00, 0.01, 0.02], [-0.01, 0.00, 0.02], [0.04, 0.02, -0.02], [0.01, 0.02, -0.01], [0.00, -0.02, 0.02], [0.04, -0.02, 0.02], [0.00, 0.02, -0.02], [0.01, 0.02, -0.04], [-0.02, -0.18, 0.02], [0.14, 0.28, 0.48], [0.01, -0.01, 0.00], [0.00, 0.00, 0.01], [0.00, 0.00, 0.00]], "s_squared": 2.02, "total_energy_ha": -2714.65125, "spin_multiplicity": 3, "charge": 1, "homo_energy_ev": [-10.3, -10.5], "relative_energy_kj_mol": 0.00, "orbital_gap_ev": [7.63, 7.09]}

=====

{"formula": "C29H25N4O2Rh", "method": "ωB97M-V/def2-TZVPD", "symbols": ["Rh", "C", "C", "C", "C", "C", "C", "C", "H", "H", "H", "H", "H", "H", "H", "H", "C", "O", "C", "C", "C", "C", "C", "C", "N", "N", "C", "C", "C", "C", "O", "C", "N", "C", "C", "C", "C", "H", "H", "H", "H", "H", "H", "H", "H", "H", "H", "H", "H", "N", "C", "C", "C", "C", "C", "C", "H", "H", "H", "H", "H"], "coordinates": [[1.1107, 2.3547, 0.9112], [4.5479, 1.2389, 2.2824], [3.6655, 2.4187, 2.0016], [3.2205, 3.2273, 3.0509], [2.4132, 4.3314, 2.8035], [2.0519, 4.6682, 1.4992], [2.5337, 3.9115, 0.4144], [3.3058, 2.7536, 0.6799], [4.9032, 0.7880, 1.3595], [4.0004, 0.4847, 2.8458], [5.4094, 1.5389, 2.8784], [3.5190, 2.9952, 4.0629], [2.0839, 4.9488, 3.6257], [1.4710, 5.5599, 1.3111], [2.4173, 4.2733, -0.6031], [3.7647, 2.2152, -0.1455], [0.7274, -2.6473, -6.3709], [0.1779, -3.7543, -5.7024], [-0.7157, -3.5055, -4.6987], [-1.1023, -4.6107, -3.9272], [-1.9225, -4.4585, -2.8405], [-2.3791, -3.1740, -2.4674], [-2.0716, -2.0880, -3.3171], [-1.2415, -2.2511, -4.3984], [-2.9595, -3.0242, -1.2616], [-3.2680, -1.8804, -0.7828], [-2.5437, -0.8608, -0.3449], [-3.2514, 0.3644, -0.3201], [-2.7733, 1.6631, -0.2216], [-1.5466, 2.0701, 0.2845], [-0.9086, 3.1273, 0.0494], [-0.3250, 0.0825, 0.3906], [0.9932, 0.1739, 0.2090], [1.6634, -0.8426, -0.3048], [1.0215, -2.0525, -0.5379], [-0.3540, -2.1064, -0.4603], [-1.1088, -0.9731, -0.1160], [1.5145, -3.0426, -7.0107], [1.1601, -1.9306, -5.6645], [-0.0192, -2.1378, -6.9907], [-0.7113, -5.5805, -4.1931], [-2.1841, -5.2977, -2.2150], [-2.4895, -1.1165, -3.0965], [-1.0004, -1.3873, -4.9986], [-4.2842, 0.2637, -0.6290], [-3.3980, 2.4490, -0.6235], [2.7204, -0.7040, -0.4760], [1.5835, -2.9291, -0.8156], [-0.8595, -3.0328, -0.6692], [-0.8037, 1.1635, 1.1675], [-1.2416, 0.8755, 2.4964], [-0.3794, 1.2601, 3.5173], [-0.6985, 1.0048, 4.8372], [-1.8822, 0.3567, 5.1440], [-2.7457, -0.0205, 4.1299], [-2.4337, 0.2338, 2.8049], [0.5560, 1.7626, 3.2503], [-0.0245, 1.3037, 5.6271], [-2.1276, 0.1420, 6.1752], [-3.6691, -0.5224, 4.3699], [-3.1095, -0.0712, 2.0253]], "forces_ev_per_angstrom": [[2.50, -0.87, -0.43], [-0.12, 0.01, -0.08], [-0.34, 0.17, 0.21], [0.22, 0.14, 0.15], [0.13, -0.48, -0.07], [-0.42, 0.05, -0.17], [0.05, -0.15, -0.38], [0.10, 0.01, -0.07], [0.04, -0.06, -0.04], [-0.01, -0.06, 0.04], [0.01, 0.02, 0.02], [0.01, -0.04, 0.08], [-0.08, 0.04, 0.07], [-0.05, -0.03, -0.01], [-0.02, -0.09, 0.16], [-0.13, 0.03, 0.12], [0.03, 0.10, -0.09], [-0.05, -0.22, 0.00], [-0.14, -0.02, 0.28], [0.23, 0.22, -0.42], [-0.15, 0.44, 0.17], [2.22, 0.20, -0.20], [-0.42, -0.30, 0.74], [0.33, -0.30, -0.66], [-2.13, 0.05, -0.44], [-1.78, -1.06, 1.47], [1.43, 0.67, -0.44], [0.35, 0.07, -0.07], [-0.77, -0.22, -0.17], [1.13, 1.32, -0.11], [-1.57, -0.91, 0.12], [-0.18, -0.78, -0.16], [-0.36, 1.50, 0.39], [0.28, -0.18, 0.06], [-0.03, 0.20, 0.05], [0.07, -0.04, 0.00], [0.37, 0.61, -0.27], [-0.04, 0.06, 0.00], [-0.01, 0.00, -0.04], [0.04, 0.00, 0.04], [0.05, -0.12, -0.05], [-0.03, -0.11, 0.06], [0.08, 0.10, 0.06], [0.02, 0.04, -0.11], [-0.05, -0.11, 0.02], [-0.03, 0.06, 0.05], [0.08, 0.01, 0.01], [0.09, -0.04, -0.08], [-0.01, -0.04, -0.11], [-0.72, 0.25, -0.56], [-0.05, -0.02, 0.62], [0.24, 0.14, -0.08], [0.02, -0.05, 0.10], [-0.04, -0.02, 0.14], [0.01, -0.01, 0.04], [0.04, 0.05, -0.02], [-0.27, -0.15, 0.09], [0.06, 0.03, 0.03], [-0.04, 0.01, 0.02], [-0.13, -0.08, 0.01], [-0.06, -0.02, -0.04]], "total_energy_ha": -1599.92022, "homo_energy_ev": [-5.7, -5.7], "relative_energy_kj_mol": 160.78, "orbital_gap_ev": [4.82, 4.83]}